(1)
ORCA calculation (ωB97M-V/def2-TZVPD) on a 10-piece molecular cluster, C35H85O30P5 overall.

Output
* molecular weight: 1140.90 g/mol
* energy relative to the best compared isomer or geometry (same formula, charge and spin): 0.00 kcal per mole
* E_HOMO: -0.3716 Ha
* strongest force on any atom: 1.31 eV/Å
* LUMO: 0.008 hartree
* charge: 0
* SMILES string: COP(=O)(OC)OC.COP(=O)(OC)OC.COP(=O)(OC)OC.COP(=O)(OC)OC.COP(=O)(OC)OC.CCOC(C)=O.CCOC(C)=O.CCOC(C)=O.CCOC(C)=O.CCOC(C)=O
* 2S+1: 1
* frontier orbital gap: 10.33 eV

Last column: Löwdin charge in e.
Geometry (Å):
C -2.958 3.473 -2.059  -0.059
O -2.229 4.624 -2.509  -0.179
P -0.784 4.836 -2.004  0.304
O -0.595 4.810 -0.559  -0.208
O 0.002 3.720 -2.808  -0.201
C 1.368 3.416 -2.455  -0.069
O -0.424 6.188 -2.701  -0.178
C 0.805 6.844 -2.454  -0.096
H -3.649 3.177 -2.841  0.082
H -3.543 3.719 -1.169  0.094
H -2.272 2.669 -1.788  0.069
H 1.467 2.383 -2.127  0.060
H 1.750 4.044 -1.643  0.070
H 1.998 3.573 -3.332  0.098
H 0.693 7.907 -2.643  0.095
H 1.613 6.478 -3.099  0.087
H 1.149 6.671 -1.428  0.076
C -2.905 -0.413 4.939  -0.082
O -3.207 -1.268 3.843  -0.226
P -2.633 -2.751 3.826  0.323
O -2.565 -3.401 5.116  -0.201
O -1.272 -2.620 3.061  -0.172
C -1.278 -1.718 1.917  -0.067
O -3.579 -3.435 2.751  -0.225
C -4.913 -3.707 3.169  -0.097
H -2.904 -0.976 5.872  0.089
H -3.607 0.416 4.963  0.084
H -1.910 0.033 4.819  0.090
H -0.681 -0.867 2.221  0.086
H -2.271 -1.449 1.579  0.047
H -0.806 -2.230 1.079  0.081
H -5.281 -4.626 2.705  0.086
H -5.584 -2.916 2.818  0.085
H -5.029 -3.858 4.244  0.091
C -1.931 -0.374 -1.777  -0.072
O -0.580 0.020 -2.043  -0.222
P 0.556 -0.773 -1.263  0.332
O 0.463 -2.222 -1.354  -0.200
O 0.573 -0.188 0.192  -0.205
C 0.509 1.199 0.481  -0.059
O 1.867 -0.110 -1.835  -0.219
C 2.153 -0.192 -3.233  -0.077
H -2.325 -1.003 -2.576  0.100
H -2.569 0.506 -1.709  0.073
H -2.034 -0.913 -0.837  0.068
H -0.340 1.386 1.137  0.072
H 0.386 1.790 -0.427  0.070
H 1.413 1.563 0.975  0.090
H 1.292 -0.609 -3.759  0.082
H 3.020 -0.834 -3.386  0.088
H 2.342 0.795 -3.650  0.083
C 5.261 0.662 -1.056  -0.060
O 5.921 -0.533 -0.570  -0.212
P 5.620 -1.926 -1.230  0.296
O 5.751 -1.951 -2.675  -0.216
O 6.598 -2.863 -0.438  -0.197
C 6.549 -2.869 1.003  -0.075
O 4.174 -2.281 -0.672  -0.212
C 3.475 -3.342 -1.342  -0.090
H 4.456 0.868 -0.362  0.064
H 4.880 0.458 -2.059  0.075
H 6.008 1.445 -1.116  0.090
H 7.519 -2.544 1.362  0.093
H 6.268 -3.857 1.366  0.093
H 5.766 -2.211 1.377  0.058
H 2.998 -3.971 -0.592  0.092
H 4.116 -3.988 -1.946  0.090
H 2.706 -2.942 -1.997  0.059
C 1.760 4.775 1.868  -0.048
O 3.038 4.115 1.669  -0.212
P 4.180 4.742 0.796  0.304
O 5.251 3.803 0.511  -0.205
O 3.482 5.436 -0.428  -0.237
C 4.299 6.140 -1.385  -0.064
O 4.695 6.001 1.613  -0.210
C 4.864 5.860 3.020  -0.090
H 1.472 5.394 1.016  0.072
H 1.832 5.405 2.753  0.088
H 0.999 4.006 1.940  0.063
H 3.703 6.907 -1.875  0.077
H 4.650 5.448 -2.150  0.097
H 5.146 6.630 -0.906  0.092
H 5.663 6.517 3.351  0.092
H 5.203 4.848 3.270  0.093
H 3.930 6.056 3.543  0.080
C -2.069 3.462 1.919  -0.068
C -2.484 2.559 3.070  -0.213
O -3.790 2.011 2.903  -0.013
C -4.048 1.095 1.975  -0.535
C -5.487 0.650 2.036  0.038
O -3.235 0.672 1.179  0.079
H -2.035 2.899 0.995  0.047
H -1.114 3.917 2.169  0.060
H -2.788 4.278 1.835  0.092
H -1.725 1.792 3.261  0.109
H -2.561 3.127 3.997  0.126
H -5.792 0.426 3.058  0.090
H -5.585 -0.270 1.469  0.077
H -6.113 1.465 1.674  0.094
C 7.161 1.328 5.939  -0.069
C 6.006 0.397 5.653  -0.226
O 5.251 0.909 4.554  -0.009
C 4.944 0.078 3.551  -0.529
C 4.279 0.781 2.405  0.032
O 5.126 -1.108 3.589  0.099
H 7.942 1.291 5.179  0.079
H 7.674 1.008 6.847  0.078
H 6.733 2.325 6.034  0.076
H 6.325 -0.622 5.445  0.115
H 5.347 0.384 6.522  0.124
H 3.743 1.636 2.815  0.079
H 3.585 0.100 1.919  0.091
H 5.019 1.117 1.683  0.077
C -4.521 -3.022 -0.141  -0.064
C -3.602 -4.185 -0.392  -0.203
O -4.284 -5.240 -1.108  -0.015
C -4.254 -5.154 -2.432  -0.568
C -4.839 -6.385 -3.072  0.029
O -3.733 -4.269 -3.039  0.112
H -4.692 -2.399 -1.028  0.084
H -4.121 -2.328 0.596  0.049
H -5.513 -3.335 0.187  0.085
H -2.659 -3.925 -0.874  0.121
H -3.281 -4.627 0.556  0.108
H -4.711 -6.300 -4.148  0.085
H -5.920 -6.400 -2.921  0.091
H -4.310 -7.264 -2.713  0.080
C -4.520 -7.811 0.848  -0.065
C -3.235 -8.442 1.332  -0.210
O -2.087 -7.608 1.156  -0.007
C -1.614 -7.503 -0.092  -0.549
C -0.409 -6.604 -0.166  0.036
O -2.040 -8.147 -1.014  0.097
H -4.687 -6.786 1.183  0.065
H -5.355 -8.341 1.326  0.081
H -4.677 -7.890 -0.223  0.064
H -3.294 -8.646 2.397  0.121
H -3.070 -9.378 0.798  0.122
H -0.730 -5.573 -0.031  0.077
H -0.003 -6.648 -1.168  0.089
H 0.297 -6.894 0.606  0.092
C -0.544 1.264 -5.319  -0.055
C -1.552 1.500 -6.419  -0.199
O -2.619 2.278 -5.840  -0.008
C -3.630 2.615 -6.609  -0.579
C -4.691 3.351 -5.848  0.020
O -3.705 2.359 -7.781  0.108
H -1.004 0.932 -4.393  0.066
H -0.035 2.218 -5.147  0.076
H 0.249 0.582 -5.627  0.077
H -1.142 2.039 -7.278  0.127
H -1.999 0.602 -6.857  0.128
H -4.212 4.063 -5.165  0.080
H -5.227 2.685 -5.171  0.090
H -5.330 3.886 -6.535  0.086

---

(2)
ORCA calculation (ωB97M-V/def2-TZVPD) on an isolated ion of composition C6H16NS and charge +1.

Output
* molecular weight: 134.27 g/mol
* energy relative to the best compared isomer or geometry (same formula, charge and spin): 49.11 kcal per mole
* E_HOMO (alpha / beta): -0.2972 / -0.5667 Ha
* strongest force on any atom: 4.43 eV/Å
* LUMO (alpha / beta): -0.099 / -0.257 hartree
* charge: +1
* expectation value of S²: 2.004
* 2S+1: 3
* frontier orbital gap (alpha / beta): 5.39 / 8.43 eV

Last column: Löwdin charge in e.
Geometry (Å):
C 0.229 -2.776 0.685  -0.058
C 1.132 1.533 0.036  0.028
C -0.118 0.512 -1.874  0.027
C -1.371 1.743 -0.238  -0.057
C 0.675 -1.362 0.313  -0.283
C -0.455 -0.354 0.443  -0.589
N -0.176 0.906 -0.394  -0.362
S -0.662 0.275 2.152  0.919
H -0.238 -2.712 1.653  0.064
H 1.231 -3.386 0.819  0.138
H -0.390 -3.086 -0.110  0.066
H 1.834 1.003 -0.454  0.068
H 1.177 2.621 -0.172  0.139
H 1.357 1.429 1.067  0.079
H -1.066 0.157 -2.038  0.075
H 0.132 1.367 -2.431  0.098
H 0.466 -0.355 -2.291  0.134
H -2.362 1.233 -0.407  0.139
H -1.352 2.107 0.786  0.058
H -1.358 2.564 -0.968  0.123
H 1.072 -1.323 -0.670  0.084
H 1.447 -0.983 0.959  0.096
H -1.451 -0.698 0.174  0.118
H 0.249 -0.416 2.961  -0.104